# 1
Entry from the OMol25 dataset: a structure of composition C8H8AlF12O13S4 at a distorted geometry (ωB97M-V with the def2-TZVPD basis set).

Values from the calculation:
Maximum force, eV/A: 5.26
HOMO-LUMO gap (alpha / beta), eV: 8.081 / 4.356
HOMO level (alpha / beta), eV: -3.561 / -3.515

Structure (ORCA input):
```
! RIJCOSX wB97M-V def2-TZVPD def2/J DEFGRID3
* xyz -2 2
Al -1.07354 -0.30209 0.79819
C 3.96432 -0.14320 -1.63531
F 4.84638 -0.75857 -2.49553
F 4.29428 -0.37564 -0.33442
F 3.96404 1.15129 -1.86882
S 2.25099 -1.01886 -1.80933
O 1.80531 -0.63044 -3.14212
O 2.52407 -2.47943 -1.70610
O 1.39334 -0.55509 -0.65861
C -2.50269 -4.21404 -2.15603
F -2.87092 -5.36495 -1.47715
F -2.16396 -4.51913 -3.34604
F -3.52090 -3.34203 -2.18707
S -1.01804 -3.43397 -1.25358
O -1.30354 -3.53690 0.20323
O 0.21943 -4.14302 -1.57487
O -0.91242 -2.03362 -1.56741
C 2.40473 -4.03914 3.40905
F 1.58112 -5.05304 3.31205
F 2.21200 -3.32048 4.49681
F 3.70175 -4.43115 3.46944
S 2.00152 -2.93508 1.74094
O 2.08088 -3.84255 0.55297
O 0.62508 -2.41466 1.81252
O 2.97668 -1.81933 1.64964
C -1.40518 3.55132 3.79819
F -2.29282 4.50577 3.76732
F -0.40614 3.82778 2.90479
F -0.90329 3.49948 5.00271
S -2.31476 1.87728 3.47704
O -2.63220 1.90400 2.05187
O -1.33220 0.74458 3.50553
O -3.49419 1.75510 4.32298
C -1.36299 4.22466 -1.56425
C -1.14203 3.31260 -2.80893
C -0.28333 2.14355 -2.34536
O -0.58472 1.98923 -0.89969
C -1.15921 3.23417 -0.46712
H -2.32340 4.73087 -1.46695
H -0.66176 5.05798 -1.52002
H -0.78179 3.80046 -3.71464
H -2.10133 2.87458 -3.08458
H 0.72793 2.53120 -2.46852
H -0.38988 1.21012 -2.89804
H -0.48381 3.72679 0.23235
H -2.15280 3.05351 -0.05697
*
```



# 2
Entry from the OMol25 dataset: a structure of composition C8H8BrN2S at a distorted geometry (ωB97M-V with the def2-TZVPD basis set).

Values from the calculation:
Maximum force, eV/A: 3.96
HOMO-LUMO gap (alpha / beta), eV: 7.251 / 7.251
HOMO level (alpha / beta), eV: -12.806 / -12.806

Structure (ORCA input):
```
! RIJCOSX wB97M-V def2-TZVPD def2/J DEFGRID3
* xyz 1 1
C -2.37118 0.64910 -0.68723
C -1.41310 -0.13607 -0.02647
C -2.16936 1.94596 -0.59817
C -0.42052 0.71505 0.46691
C 1.03655 -0.95870 -1.30782
C 1.44287 -1.86896 0.71656
C 0.58531 0.38656 1.37013
C 1.32588 0.34618 -1.22138
N 1.46368 -1.95956 -0.52616
N 0.95741 -0.89588 1.60525
S -0.72639 2.41297 0.21970
Br 2.64881 1.05824 -0.07935
H -3.22799 0.13861 -0.97152
H -1.44876 -1.23696 -0.04803
H -2.71289 2.77131 -1.04238
H 0.24892 -1.44299 -1.97151
H 1.92224 -2.71609 1.21187
H 0.86984 0.92116 2.27282
H 0.91646 1.08544 -1.92925
H 1.07221 -1.21537 2.54604
*
```



# 3
Entry from the OMol25 dataset: an isolated molecule of C8H8BrNOS at a distorted geometry (ωB97M-V with the def2-TZVPD basis set).

Values from the calculation:
Maximum force, eV/A: 6.30
HOMO-LUMO gap, eV: 9.351
ΔE to the lowest compared entry with this formula, charge and spin, kcal/mol: 75.10
HOMO level, eV: -8.699

Structure (ORCA input):
```
! RIJCOSX wB97M-V def2-TZVPD def2/J DEFGRID3
* xyz 0 1
C -2.39977 -2.48835 0.03377
C -1.52849 -1.44696 0.10101
C -2.32746 -0.21143 -0.02731
C -3.66297 -0.36118 -0.04105
C -0.03490 1.27849 -0.17186
C -0.00862 -1.49712 0.35234
C 1.03000 -0.68207 -0.44084
C -0.06310 2.75593 -0.00526
N 1.17179 0.71302 -0.25859
O -1.47819 0.90222 -0.14308
S -4.14317 -2.04913 -0.07496
Br -4.91657 1.07446 -0.17116
H -2.30410 -3.49085 0.24029
H 0.13830 -1.42842 1.48751
H 0.30489 -2.57179 0.03392
H 2.13046 -1.11867 -0.29773
H 0.72703 -0.81741 -1.52724
H -0.78846 3.39360 -0.54238
H 0.94436 3.10508 0.06784
H -0.40491 2.81819 1.05764
*
```